1.
103
Properties=species:S:1:pos:R:3:forces:R:3 method="wB97M-V/def2-TZVPD" relative_energy_kj_mol=18.1 energy_ev=-212870.5780 orbital_gap_ev=7.5 charge=-1 spin_multiplicity=1
Ga 0.8240 1.0446 -0.6710 0.10 -0.25 0.81
C 1.3129 -3.6923 -2.4061 1.02 1.05 -2.05
C 1.4370 -2.4262 -1.5352 0.16 1.04 0.29
C 2.8641 -2.1653 -0.9445 -0.16 -1.28 -1.22
P 0.6875 -0.8553 -2.4054 0.62 -0.43 0.72
C 1.1630 -0.7629 -4.1877 0.16 -0.21 0.61
C 2.7182 -0.5826 -4.2635 -1.05 -0.81 -0.52
C 0.4031 0.2779 -5.0223 0.03 1.78 1.32
C -1.0518 -1.2407 -2.2305 -1.03 1.77 0.57
C -1.9150 -1.9371 -3.0450 2.12 -2.81 -2.32
C -3.2070 -2.2993 -2.8104 -0.64 0.77 1.31
C -3.8961 -3.3673 -3.6034 -0.74 1.10 -0.55
C -3.8043 -1.5588 -1.7737 -0.17 -0.37 -0.05
C -3.0751 -0.7038 -0.9819 1.10 0.83 0.82
C -1.6583 -0.5850 -1.1227 1.03 0.12 0.83
N -0.8154 0.0094 -0.1413 -1.62 -1.14 -0.88
C -1.5203 0.3347 1.0724 1.92 -0.33 -1.02
C -2.0818 1.5775 1.1352 -0.90 1.26 0.35
C -2.6718 1.9869 2.3330 0.39 1.90 -1.41
C -2.6188 1.2127 3.4476 -0.16 -0.35 -0.22
C -3.0912 1.7355 4.7343 -0.68 0.39 1.95
C -2.1564 -0.0848 3.3195 0.59 -0.65 0.18
C -1.5048 -0.5415 2.1648 -0.97 -0.81 0.33
P -0.7448 -2.2676 1.9932 0.72 1.03 1.08
C -1.0080 -2.9613 3.7553 -1.29 0.22 -0.51
C -0.8481 -4.4858 3.8228 1.30 0.76 -1.47
C 0.1134 -2.4092 4.6003 0.71 -0.86 -1.11
C -1.9139 -3.1340 0.9299 -1.40 0.08 -0.60
C -3.3844 -3.2136 1.4979 1.36 -0.11 -1.01
C -1.3889 -4.4787 0.4300 -0.85 0.29 0.54
H 1.8640 -4.5950 -2.0891 -0.58 0.37 0.58
H 1.8759 -3.4599 -3.4028 -1.15 -0.35 1.36
H 0.2410 -3.8783 -2.6381 0.79 -0.18 0.14
H 0.7320 -2.4516 -0.6830 0.25 -0.15 -0.22
H 3.5977 -2.1589 -1.7711 -0.24 0.49 0.29
H 3.1653 -3.0883 -0.4263 -0.24 0.37 0.43
H 2.9725 -1.2828 -0.3077 -0.18 -0.18 -0.15
H 0.8519 -1.7387 -4.5826 0.38 -0.08 -0.04
H 3.0150 0.4319 -4.1602 -0.08 1.17 0.18
H 2.9919 -0.8647 -5.2927 0.34 -0.27 0.49
H 3.2618 -1.1142 -3.4715 -0.15 -0.27 -0.58
H 0.8899 0.2777 -5.9721 0.26 0.07 -0.93
H 0.4715 1.3638 -4.6197 -0.04 -2.06 -0.54
H -0.6527 0.0315 -5.1745 0.15 -0.06 0.18
H -1.4641 -2.5373 -3.8880 -0.12 0.88 0.62
H -4.4066 -4.1382 -3.0619 0.18 -0.53 0.97
H -3.1939 -3.8505 -4.2853 -0.30 0.21 -0.23
H -4.7632 -2.8841 -4.0912 0.53 -0.27 -0.62
H -4.8492 -1.7056 -1.5620 -0.38 0.03 0.12
H -3.4547 -0.1240 -0.1210 -0.42 -0.65 -0.79
H -2.0132 2.2580 0.2610 -0.24 -0.71 0.82
H -3.0722 3.0167 2.3904 0.18 -0.64 0.02
H -3.9122 2.4681 4.5993 0.40 -0.38 0.10
H -2.3152 2.2469 5.3807 -0.56 -0.59 -0.87
H -3.4824 0.8834 5.3261 0.08 0.55 -0.01
H -2.3047 -0.7031 4.2025 0.39 -0.13 -0.17
H -1.9725 -2.6265 4.1750 0.12 -0.36 -0.28
H 0.1303 -4.6465 3.3260 0.08 -0.24 0.83
H -1.4340 -5.1452 3.2237 -1.31 0.00 -0.21
H -0.8638 -4.7998 4.8416 0.23 -0.42 0.73
H 0.9939 -2.7003 4.0414 0.69 -0.18 0.10
H 0.1829 -2.9055 5.5540 -0.15 0.26 0.65
H 0.1914 -1.3538 4.5932 -0.37 1.14 0.61
H -1.9003 -2.5665 -0.0239 -0.30 0.13 0.86
H -3.4709 -4.0434 2.1765 0.07 -0.30 0.61
H -4.0845 -3.4230 0.6990 -0.21 0.11 -0.35
H -3.6583 -2.2892 1.9842 -0.13 0.24 0.15
H -1.2571 -5.1748 1.2330 -0.17 -0.66 0.38
H -0.4157 -4.3776 -0.0134 0.30 0.10 -0.65
H -2.1741 -4.8181 -0.2528 0.51 -0.44 -0.20
O 4.7683 3.1282 -1.3505 -0.52 0.12 -1.83
As 3.2046 2.8877 -2.2291 1.08 0.88 -0.51
O 3.5031 2.6116 -3.8123 -0.10 0.23 0.61
O 2.5339 1.6448 -1.3326 -0.80 -0.48 0.37
C 2.4332 4.6600 -1.7745 1.49 -2.03 -0.58
C 3.3460 5.6679 -1.5899 1.22 0.73 0.28
C 2.9922 6.9530 -1.2355 -1.09 -0.96 -0.42
C 1.6228 7.2251 -1.2350 -1.01 2.41 2.20
C 0.6767 6.2221 -1.4470 0.26 -0.74 -0.95
C 1.1150 4.9044 -1.6834 -2.47 0.31 -0.26
S -0.1643 3.5914 -2.0550 -0.64 1.07 0.81
O -1.4074 4.3073 -2.2555 0.54 -0.24 0.74
O 0.2734 2.8556 -3.2087 0.78 -0.29 0.22
O -0.2248 2.6907 -0.7972 0.64 1.19 -1.73
H 4.5683 2.8277 -0.4840 -0.10 -0.52 1.61
H 4.4111 5.5237 -1.6553 0.10 -0.68 -0.10
H 3.8223 7.5936 -1.0009 -0.32 0.73 0.07
H 1.2409 8.2513 -0.7849 0.77 -2.02 -1.49
H -0.3753 6.3876 -1.6586 0.03 0.33 0.71
C 0.9824 1.3641 3.5745 2.43 -1.83 -0.76
C 1.8493 1.6270 2.2753 -0.94 0.24 0.75
O 1.4371 0.9789 1.1593 -0.29 -0.40 -0.40
C 3.3190 1.1950 2.5572 -0.11 0.83 1.73
F 3.7731 1.6205 3.8016 -0.48 -0.18 -0.71
F 4.2124 1.7222 1.7046 -0.23 -0.83 -0.25
F 3.3852 -0.1411 2.6161 0.38 0.34 -0.62
C 1.7036 3.1387 2.0762 1.48 -0.05 -0.03
F 2.1541 3.9530 3.0905 -0.45 -0.72 -0.39
F 2.4097 3.5050 0.9982 -0.14 0.63 -0.42
F 0.4289 3.3835 1.8771 -0.63 0.80 -0.07
H 1.1677 0.2940 3.7793 -0.18 0.47 0.26
H -0.0612 1.5007 3.5271 -1.04 0.45 -0.71
H 1.4182 1.9663 4.3445 0.10 0.22 0.72

2.
20
Properties=species:S:1:pos:R:3:forces:R:3 method="wB97M-V/def2-TZVPD" smiles="CN=C(N)N.CC(=O)O" relative_energy_kj_mol=34.7 energy_ev=-12892.4703 orbital_gap_ev=9.9 spin_multiplicity=1
C -3.3281 -1.5007 -1.2514 0.20 0.21 0.39
C -1.9198 -1.2166 -0.7971 0.03 0.65 -0.20
O -1.6218 0.0749 -0.9972 0.19 0.12 0.41
O -1.1667 -2.0161 -0.2959 0.08 -0.15 0.09
H -3.5212 -2.5598 -1.3023 -0.01 -0.24 -0.08
H -3.5307 -0.9912 -2.1816 0.01 -0.02 -0.34
H -3.9889 -1.0414 -0.5169 -0.09 -0.07 0.10
C 0.7974 2.1192 0.1006 -0.13 0.18 0.13
C 1.7449 0.0725 0.8288 0.10 -0.52 -0.23
N 0.7940 0.6715 0.2350 -0.38 0.99 -0.18
N 2.8706 0.6817 1.4748 -0.01 0.01 -0.28
N 1.7335 -1.2891 0.9115 -0.04 0.41 0.18
H -0.7659 0.3367 -0.5230 -0.14 -0.84 -0.30
H 2.5129 1.4671 2.0050 0.20 0.04 0.12
H 3.5007 1.0731 0.7765 -0.06 -0.09 0.13
H 0.9341 -1.7427 0.4906 0.09 -0.13 -0.25
H 2.6356 -1.7283 0.9092 -0.08 -0.24 0.25
H -0.1243 2.5362 0.5132 -0.02 -0.04 0.01
H 0.8171 2.4045 -0.9544 -0.03 -0.17 -0.03
H 1.6266 2.6486 0.5745 0.08 -0.10 0.07

3.
24
Properties=species:S:1:pos:R:3:forces:R:3 method="wB97M-V/def2-TZVPD" relative_energy_kj_mol=21.9 energy_ev=-83939.6682 orbital_gap_ev=6.2 charge=-2 spin_multiplicity=1
C 0.3185 0.9434 2.1048 -0.32 -0.56 0.24
C -0.6569 0.0708 2.7012 0.67 -0.01 0.04
C -0.0425 -1.1999 2.9042 0.61 0.83 -0.16
H -1.6926 0.3320 2.9624 0.65 -0.17 -0.30
C 1.3175 -1.1140 2.4566 -0.49 0.58 -0.40
C 1.5230 0.2018 1.9156 -0.31 -0.33 0.60
H 2.4629 0.6133 1.5291 -0.38 -0.26 0.10
H 0.1531 1.9906 1.8322 0.07 -0.35 0.09
H -0.5191 -2.0688 3.3619 0.15 0.25 -0.28
H 2.0794 -1.9037 2.5007 -0.46 0.31 -0.10
Sr -0.5850 -0.2595 -0.3303 -0.15 -1.14 2.81
Br -3.3896 0.1499 0.4110 -0.58 0.39 -0.11
C -0.1323 -0.1204 -2.9328 0.29 0.80 -0.22
C 1.1711 0.1375 -2.4005 -0.38 0.71 -0.65
C 1.1334 1.3935 -1.7261 -0.37 0.15 -0.94
H 2.0756 -0.4210 -2.6431 -0.31 -0.02 0.35
C -0.1936 1.9148 -1.8245 0.47 -0.25 -0.83
C -0.9735 0.9772 -2.5693 0.67 0.33 -0.65
H -2.0327 1.0779 -2.7965 0.24 -0.11 0.15
H -0.4241 -0.9973 -3.5184 0.06 0.34 0.38
H 2.0048 1.9517 -1.3855 -0.28 -0.31 0.27
H -0.5279 2.8841 -1.4445 0.04 -0.48 -0.04
N -1.7674 -3.7815 -0.7505 0.67 1.23 0.60
C -1.3019 -2.7724 -0.3576 -0.58 -1.91 -0.95

4.
122
Properties=species:S:1:pos:R:3:forces:R:3 method="wB97M-V/def2-TZVPD" energy_ev=-71395.1722 orbital_gap_ev=6.4 spin_multiplicity=1
C -0.8366 0.9053 3.5434 -0.83 -0.81 -0.10
C -2.0567 0.1470 3.2723 0.05 -0.30 0.32
C -2.7388 -0.7296 4.4307 -1.66 3.27 1.27
N -2.1926 -2.1141 4.5706 -0.32 -0.70 -2.91
C -2.4015 -2.9189 3.3250 0.63 1.31 2.04
N -1.2900 -2.9805 2.3856 -1.92 -1.24 0.32
C -1.5379 -2.3188 1.0684 0.33 0.75 -1.66
C -0.4254 -1.1987 0.6588 -0.45 -0.35 -0.56
C -1.1901 -0.0635 -0.1931 -0.12 -0.29 -0.75
C -0.3317 0.5328 -1.4200 -0.62 0.40 0.27
C -0.0427 -0.5220 -2.6034 0.21 0.63 -0.53
C 1.5189 -0.5311 -3.0207 -0.63 0.10 -0.09
C 2.5438 -0.7753 -1.8020 0.23 -0.33 -0.41
C 3.1261 -2.2879 -1.7932 0.46 0.15 0.09
C 3.0664 -2.9842 -0.3186 0.55 -0.01 -0.58
C 4.5690 -3.1760 0.2641 -0.80 -0.18 -0.21
C 5.2489 -4.4415 -0.4789 -0.82 -0.28 0.43
C 6.2618 -5.2972 0.4372 0.76 0.04 0.24
C 7.0000 -4.4569 1.5953 0.08 0.02 0.03
C 7.8598 -3.1984 1.0436 -0.39 -0.33 0.32
C -0.6119 -4.2997 2.3064 1.17 -1.03 0.60
O 0.3443 -4.3636 3.4208 -0.38 1.01 -1.19
C 1.2808 -3.2607 3.3664 1.48 0.25 0.41
N -3.5773 -3.5352 3.2331 2.06 0.39 -1.26
C -3.8839 -4.4020 2.0498 -2.84 -2.24 -9.36
O -3.8574 -5.6724 2.0256 0.74 4.02 2.64
O -4.2876 -3.7424 0.8759 2.25 -1.27 6.72
N -4.5853 -3.4236 4.2106 -0.94 -2.95 -0.10
C -5.9213 -3.2434 3.5419 -3.78 4.06 -3.45
O -6.2791 -2.1583 3.0159 2.54 -5.54 3.21
F -6.8621 -4.3282 3.4216 3.41 2.25 1.10
C -4.6083 -4.6056 5.1044 -2.82 -1.56 4.50
O -5.4614 -4.6325 6.0254 4.42 -0.02 -4.78
F -3.6480 -5.6697 4.9607 -2.37 3.70 -0.09
H 0.1792 0.3953 3.3934 -1.29 1.81 -1.64
H -0.9092 1.9713 3.9541 0.34 -2.25 1.29
H -2.5796 0.1174 2.2347 1.95 -1.41 1.35
H -3.8905 -0.7671 4.3373 1.85 -0.26 0.03
H -2.5131 -0.1873 5.4358 -0.35 -1.03 -1.57
H -1.1880 -2.1293 4.8101 -0.63 0.20 -0.60
H -1.4709 -3.1309 0.2395 -0.69 1.38 1.44
H -2.5702 -1.8186 1.0585 1.51 -1.10 -0.04
H 0.1445 -0.8142 1.5750 -0.88 -0.40 -1.35
H 0.3325 -1.6924 -0.0727 -1.19 0.77 1.43
H -2.1244 -0.5806 -0.6567 1.49 0.91 0.71
H -1.5812 0.8123 0.4333 0.69 -1.32 -0.65
H -0.9570 1.3980 -1.8681 1.01 -1.35 0.75
H 0.6278 1.0300 -1.0082 -1.41 -0.96 -0.73
H -0.4485 -1.5854 -2.3961 0.76 1.69 -0.05
H -0.6192 -0.1364 -3.5359 0.88 -0.84 1.53
H 1.6504 -1.3574 -3.8089 -0.02 1.22 1.11
H 1.7250 0.4762 -3.5632 -0.24 -1.63 1.07
H 3.4127 -0.0308 -1.9397 -1.27 -1.19 0.39
H 2.0907 -0.5939 -0.7580 0.50 -0.02 -1.80
H 4.2349 -2.2077 -2.1365 -1.82 -0.36 0.67
H 2.6179 -2.9662 -2.5820 0.59 1.24 1.34
H 2.4406 -2.3794 0.4290 0.90 -0.59 -1.26
H 2.5300 -4.0085 -0.4310 1.05 1.57 0.37
H 5.1928 -2.2103 0.0988 -1.13 -1.59 0.25
H 4.4657 -3.3165 1.3984 0.35 -0.05 -1.63
H 5.6967 -4.0875 -1.4741 -0.42 -0.59 1.54
H 4.3739 -5.1568 -0.7547 1.53 1.19 0.33
H 5.7189 -6.1780 0.9600 0.73 1.48 -0.99
H 7.0995 -5.7610 -0.2231 -1.50 0.71 1.02
H 7.6877 -5.1845 2.1621 -1.01 1.11 -0.82
H 6.2385 -4.0636 2.3651 1.09 -0.73 -1.23
H 7.5426 -2.9779 -0.0395 0.66 -0.22 1.62
H 8.9909 -3.4307 1.0966 -1.88 0.53 -0.20
H 7.6098 -2.2779 1.6991 0.64 -1.42 -1.19
H -0.0182 -4.4315 1.3197 -1.13 0.75 1.43
H -1.2977 -5.2122 2.4093 0.85 1.39 0.04
H 2.1463 -3.4737 4.1121 -1.64 0.08 -1.22
H 1.7768 -3.1675 2.3249 -0.97 -0.08 1.51
H 0.8414 -2.2444 3.6887 0.40 -1.53 -0.70
C 1.8292 6.0178 5.8366 -0.09 -0.06 0.00
C 2.1586 4.6724 5.9729 -0.07 0.02 0.01
C 1.1531 3.7172 6.0888 -0.04 0.09 -0.04
C -0.1831 4.1069 6.0585 0.09 0.06 -0.03
C -0.5124 5.4517 5.9184 0.05 0.00 0.00
C 0.4931 6.4079 5.8117 0.05 -0.11 0.00
H 2.6135 6.7626 5.7496 -0.07 -0.07 0.01
H 3.2003 4.3681 5.9897 -0.10 0.03 0.01
H 1.4102 2.6690 6.2018 -0.02 0.08 -0.01
H -0.9678 3.3617 6.1441 0.05 0.06 0.03
H -1.5544 5.7549 5.8933 0.10 -0.02 0.05
H 0.2360 7.4568 5.7080 0.02 -0.09 0.01
C -4.3330 6.7428 3.9892 -0.08 -0.05 0.01
C -4.0033 5.3976 4.1258 -0.08 0.00 0.01
C -5.0086 4.4421 4.2419 -0.04 0.12 -0.02
C -6.3449 4.8312 4.2115 0.08 0.05 0.00
C -6.6745 6.1760 4.0712 0.08 -0.02 0.01
C -5.6691 7.1325 3.9643 0.04 -0.11 0.01
H -3.5487 7.4879 3.9020 -0.06 -0.07 0.00
H -2.9614 5.0935 4.1426 -0.09 0.03 -0.03
H -4.7511 3.3939 4.3552 -0.03 0.08 -0.02
H -7.1289 4.0858 4.2972 0.07 0.07 -0.01
H -7.7165 6.4790 4.0458 0.11 -0.03 0.01
H -5.9265 8.1813 3.8603 0.02 -0.09 0.00
C 2.1934 1.0171 -6.7254 0.12 0.03 -0.03
C 2.0216 1.5803 -7.9864 0.04 0.00 0.04
C 3.1240 2.0420 -8.6994 0.04 -0.05 0.09
C 4.4006 1.9314 -8.1550 -0.10 -0.03 0.04
C 4.5731 1.3649 -6.8955 -0.07 0.01 -0.03
C 3.4697 0.9116 -6.1784 -0.04 0.04 -0.11
H 1.3329 0.6602 -6.1681 0.07 0.02 -0.04
H 1.0269 1.6603 -8.4139 0.09 0.01 0.03
H 2.9889 2.4870 -9.6796 0.01 -0.05 0.08
H 5.2608 2.2869 -8.7129 -0.08 -0.03 0.05
H 5.5687 1.2773 -6.4720 -0.10 0.01 -0.04
H 3.6040 0.4749 -5.1941 -0.01 0.02 -0.08
C -2.2033 2.2955 -8.6755 -0.04 0.01 -0.10
C -2.6830 3.5855 -8.8819 0.00 -0.04 -0.05
C -3.3728 3.8935 -10.0507 0.02 -0.11 0.01
C -3.5916 2.9080 -11.0095 0.06 -0.01 0.10
C -3.1151 1.6171 -10.8013 0.02 0.06 0.04
C -2.4172 1.3114 -9.6366 -0.03 0.10 0.00
H -1.6625 2.0565 -7.7653 -0.05 0.02 -0.07
H -2.5184 4.3521 -8.1313 -0.01 -0.07 -0.08
H -3.7410 4.9009 -10.2145 0.02 -0.09 0.02
H -4.1336 3.1467 -11.9187 0.05 -0.02 0.08
H -3.2871 0.8485 -11.5482 0.02 0.08 0.07
H -2.0411 0.3062 -9.4771 -0.04 0.08 -0.01